{"formula": "C38H57CrN4O2PSSe3Si", "method": "ωB97M-V/def2-TZVPD", "gap_ev": [6.073, 6.015], "homo_energy_ev": [-3.87, -3.90], "spin_multiplicity": 4, "total_charge": -1, "total_energy_ha": -11129.53963, "symbols": ["Cr", "Se", "Se", "C", "C", "C", "C", "C", "N", "C", "C", "C", "C", "C", "N", "H", "H", "H", "H", "H", "H", "H", "H", "N", "C", "O", "C", "C", "H", "H", "H", "H", "H", "H", "C", "C", "O", "S", "C", "C", "C", "C", "C", "C", "C", "C", "H", "H", "H", "H", "H", "H", "H", "C", "Si", "C", "C", "Se", "H", "H", "H", "H", "H", "H", "H", "H", "H", "C", "C", "C", "C", "P", "N", "C", "C", "C", "C", "C", "C", "C", "C", "H", "H", "H", "H", "H", "H", "H", "H", "H", "H", "H", "H", "H", "H", "H", "H", "H", "H", "H", "H", "H", "H", "H", "H", "H", "H", "H"], "coordinates": [[-0.023987, 0.172546, -0.086805], [-2.627349, 1.179752, -2.642899], [-3.722438, 1.250789, -0.569534], [-3.161428, -0.585442, -0.158065], [-4.174060, -1.508628, 0.006950], [-3.857180, -2.857152, 0.065332], [-2.505218, -3.244874, -0.069764], [-1.595003, -2.235317, -0.160664], [-1.859490, -0.908953, -0.246524], [-1.223186, 2.354961, -2.133740], [-1.416917, 3.572424, -2.751206], [-0.747614, 4.720667, -2.265332], [0.020496, 4.552737, -1.177569], [0.500817, 3.190905, -0.739898], [-0.336385, 2.000840, -1.196123], [-5.206948, -1.220307, 0.108995], [-4.655806, -3.560326, 0.209227], [-2.149078, -4.280904, -0.049450], [-0.526460, -2.473106, -0.263443], [-2.266018, 3.677134, -3.405628], [-0.975411, 5.708589, -2.655640], [0.422695, 5.429893, -0.681088], [0.430959, 3.154371, 0.345231], [2.194559, 2.192730, 2.345129], [2.226290, 1.990121, 1.026407], [1.609069, 1.033486, 0.548535], [2.922531, 2.915840, 0.062332], [2.001522, 3.047727, -1.146130], [1.406976, 1.760125, 2.833655], [2.553414, 3.049443, 2.721492], [3.879908, 2.522243, -0.283381], [3.069951, 3.898521, 0.535726], [2.054253, 2.129390, -1.713213], [2.360490, 3.868850, -1.787282], [-6.006289, -1.265480, 5.066120], [-6.098628, -2.286849, 6.165553], [-7.131353, -2.522874, 6.746202], [-4.658098, -3.254816, 6.639029], [-3.424816, -2.647613, 5.506618], [-2.977766, -3.546381, 4.525459], [-1.977234, -3.164412, 3.648848], [-1.481886, -1.851782, 3.667756], [-1.936051, -0.978466, 4.651873], [-2.894978, -1.356292, 5.586481], [-0.535503, -1.430926, 2.668169], [-0.024022, -1.049321, 1.628170], [-6.698226, -0.476800, 5.329425], [-6.416207, -1.794133, 4.194705], [-5.021493, -0.871009, 4.875423], [-3.392914, -4.552768, 4.488802], [-1.561331, -3.818887, 2.904093], [-1.524164, 0.020245, 4.669830], [-3.250218, -0.687155, 6.382383], [0.587980, 5.056418, 2.603370], [-1.053339, 4.138243, 3.057030], [-1.247988, 4.369746, 4.928287], [-2.377824, 5.175176, 2.179308], [-1.142786, 1.974314, 2.550596], [0.508463, 6.114049, 2.790651], [0.844293, 4.914267, 1.555729], [1.420901, 4.712142, 3.227057], [-1.097841, 5.412806, 5.188725], [-0.532062, 3.735457, 5.479767], [-2.246248, 4.056185, 5.225658], [-2.273573, 6.240535, 2.473004], [-3.372087, 4.846322, 2.464398], [-2.290611, 5.084248, 1.096375], [1.905710, -3.839467, -0.828372], [1.847555, -3.409641, -2.291370], [2.960823, -4.061684, -3.082318], [0.540474, -3.859823, -2.896203], [1.906671, -1.541311, -2.345603], [0.985370, -0.969792, -1.254169], [1.350541, -0.942409, -4.104868], [1.926427, -1.645556, -5.340516], [1.688969, 0.549046, -4.189706], [-0.154941, -0.967489, -4.108182], [3.768689, -1.090292, -2.157438], [4.288926, -1.781257, -0.888509], [3.808566, 0.386126, -1.799842], [4.670384, -1.397036, -3.368513], [1.425216, -4.822848, -0.686175], [1.456120, -3.099141, -0.191214], [2.942691, -3.940601, -0.495055], [2.787970, -5.150352, -3.073148], [3.924674, -3.888040, -2.614531], [2.983683, -3.721682, -4.116103], [0.490461, -4.957529, -2.807159], [0.432599, -3.578626, -3.936344], [-0.304040, -3.481408, -2.323391], [2.988537, -1.560364, -5.415532], [1.442236, -1.169565, -6.199453], [1.638163, -2.702531, -5.356233], [2.783275, 0.706065, -4.285264], [1.313598, 1.079575, -3.321844], [1.223653, 0.951673, -5.105173], [-0.613980, -1.929232, -4.401347], [-0.559628, -0.220114, -4.786308], [-0.542314, -0.700251, -3.135661], [3.544086, -1.654824, -0.104968], [5.256752, -1.397536, -0.608036], [4.458886, -2.839740, -1.080719], [3.081143, 0.554122, -1.021641], [3.551126, 1.009363, -2.667564], [4.794294, 0.721528, -1.465413], [4.570258, -2.442230, -3.647979], [5.695661, -1.197482, -3.061097], [4.400612, -0.790919, -4.227557]], "atomic_forces_ev_per_a": [[0.4, 0.1, 0.2], [-0.5, -0.6, 0.2], [0.5, -0.7, -0.1], [0.5, 1.3, -0.6], [0.1, -1.1, 0.5], [0.9, 0.0, -0.1], [-1.5, -0.1, 0.4], [1.8, 0.3, -0.8], [-1.4, -0.9, 0.1], [0.0, 0.4, -0.2], [-0.3, -0.7, -0.5], [0.4, 0.2, 0.9], [0.1, 0.3, -0.6], [-0.1, -0.1, -0.1], [0.1, 1.0, -0.1], [0.0, 0.3, -0.1], [-0.1, -0.4, 0.0], [-0.3, 0.5, 0.0], [-0.7, 0.2, 0.1], [0.0, 0.0, -0.1], [0.0, -0.1, 0.1], [0.2, -0.2, 0.2], [0.0, 0.1, 0.2], [0.4, 0.0, -0.4], [-0.1, -0.2, 0.4], [0.4, -0.2, 0.0], [-0.1, 0.7, 0.3], [-0.4, -0.1, -0.1], [-0.1, 0.0, 0.0], [0.0, 0.1, 0.0], [0.1, 0.0, 0.4], [0.1, -0.3, 0.0], [0.0, 0.0, -0.2], [-0.3, -0.2, 0.2], [-0.6, -0.4, 0.0], [0.0, -0.3, 0.5], [0.1, 0.1, -0.1], [-0.1, 0.6, -0.3], [0.1, -0.5, -0.2], [0.2, 0.1, 0.3], [-0.1, 0.5, 0.0], [0.4, -0.4, 0.0], [-0.2, 0.5, 0.5], [0.2, -0.6, 0.0], [-0.3, -0.2, 0.0], [0.2, 0.5, 0.1], [-0.2, 0.2, 0.0], [0.3, 0.3, -0.1], [0.0, 0.0, -0.2], [0.1, 0.2, 0.0], [-0.1, -0.4, -0.1], [0.0, 0.1, 0.0], [0.3, -0.2, -0.5], [-0.2, -0.8, 0.3], [0.2, 0.2, -0.3], [0.3, -0.4, -0.2], [0.3, 0.4, 0.4], [0.1, 0.0, -0.1], [-0.2, 0.6, 0.0], [0.1, 0.0, -0.1], [-0.1, -0.1, -0.1], [0.0, 0.2, 0.2], [-0.2, 0.3, -0.2], [-0.1, 0.0, 0.1], [-0.1, -0.4, -0.2], [-0.2, -0.1, 0.0], [0.1, 0.0, 0.0], [0.5, -0.7, 0.0], [0.3, 0.4, -0.2], [0.1, -0.7, 0.1], [-0.6, -0.6, 0.4], [-0.1, 0.6, -0.1], [-0.2, 0.2, 0.0], [0.7, 0.0, 0.5], [-1.3, -0.2, 0.3], [1.0, 0.0, -0.6], [-1.1, -0.8, -0.2], [-0.1, 0.1, 0.1], [-0.4, -0.8, -0.8], [-0.1, 0.5, -1.0], [-0.6, -0.1, 0.6], [0.0, 0.3, -0.1], [-0.4, 0.2, 0.4], [-0.2, -0.1, 0.0], [0.1, 0.2, -0.1], [0.1, -0.1, -0.1], [0.1, -0.1, 0.0], [0.0, 0.2, -0.2], [0.0, -0.1, -0.1], [-0.1, 0.2, -0.1], [0.6, 0.0, -0.2], [0.2, -0.1, -0.2], [0.1, 0.2, -0.1], [-0.7, 0.0, 0.0], [-0.1, 0.2, 0.1], [0.1, 0.0, 0.3], [0.3, 0.3, 0.2], [0.1, 0.1, -0.3], [-0.1, 0.0, 0.3], [0.2, 0.0, 0.3], [0.3, 0.5, 0.2], [-0.1, -0.1, 0.2], [-0.1, 0.1, 0.2], [0.1, -0.1, 0.5], [0.1, -0.3, 0.1], [0.4, 0.2, -0.2], [0.2, 0.1, -0.2], [0.2, 0.2, 0.0]], "lowdin_charge": [0.641, 0.702, 0.665, -0.616, -0.119, -0.044, -0.047, -0.183, -0.046, -0.748, -0.214, -0.126, -0.078, -0.303, -0.065, 0.094, 0.100, 0.115, 0.063, 0.046, 0.097, 0.096, 0.056, 0.211, -0.496, -0.148, -0.086, -0.125, 0.040, 0.088, 0.107, 0.121, 0.061, 0.126, -0.038, -0.740, -0.025, 1.005, -0.571, -0.107, -0.037, -0.240, -0.039, -0.109, -0.142, -0.107, 0.086, 0.102, 0.049, 0.097, 0.105, 0.057, 0.121, -0.218, 0.052, -0.253, -0.236, 0.330, 0.012, -0.012, 0.004, 0.010, 0.021, 0.013, 0.026, 0.012, 0.013, -0.084, -0.624, -0.095, -0.093, 0.877, -0.287, -0.582, -0.075, -0.090, -0.138, -0.570, -0.086, -0.122, -0.069, 0.092, 0.044, 0.064, 0.094, 0.054, 0.063, 0.090, 0.052, 0.071, 0.048, 0.088, 0.062, 0.069, 0.060, 0.094, 0.081, 0.075, 0.011, 0.088, 0.079, 0.053, 0.038, 0.061, 0.092, 0.045, 0.085, 0.057]}